{
  "formula": "C47H82I2N8O2PRbS",
  "method": "ωB97M-V with the def2-TZVPD basis set",
  "elements": ["Rb", "C", "C", "N", "C", "C", "N", "C", "C", "C", "N", "C", "C", "N", "C", "H", "H", "H", "H", "H", "H", "H", "H", "H", "H", "H", "H", "H", "H", "H", "H", "H", "H", "H", "H", "H", "H", "H", "H", "I", "C", "C", "C", "I", "C", "O", "C", "C", "N", "C", "C", "C", "C", "C", "C", "N", "C", "H", "H", "H", "H", "H", "H", "H", "H", "H", "H", "H", "C", "C", "N", "C", "C", "S", "C", "C", "N", "H", "H", "H", "H", "H", "H", "H", "H", "H", "H", "H", "H", "H", "H", "O", "P", "C", "C", "C", "C", "C", "C", "C", "C", "C", "C", "C", "C", "C", "C", "C", "C", "C", "C", "H", "H", "H", "H", "H", "H", "H", "H", "H", "H", "H", "H", "H", "H", "H", "H", "H", "H", "H", "H", "H", "H", "H", "H", "H", "H", "H", "H", "H", "H", "H", "H", "H"],
  "coordinates": [[-0.5285, 0.8480, -0.6383], [-0.6662, -2.5903, 3.2703], [-1.4251, -1.2633, 3.1244], [-2.3773, -1.2932, 2.0070], [-3.3917, -2.3354, 2.1135], [-3.3565, -3.3781, 0.9529], [-2.0915, -3.4224, 0.2356], [-1.5197, -4.7377, -0.0117], [-0.3650, -4.6761, -1.0192], [0.3773, -3.3336, -1.1443], [0.8824, -2.6773, 0.0573], [1.7173, -3.4985, 0.9194], [2.4651, -2.6593, 1.9541], [1.5990, -1.7516, 2.6992], [0.7749, -2.3795, 3.7324], [-1.1696, -3.2506, 3.9835], [-0.6741, -3.0981, 2.2989], [-0.7180, -0.4580, 2.9311], [-1.9254, -1.0355, 4.0775], [-2.8069, -0.3846, 1.9088], [-4.3902, -1.8984, 2.1528], [-3.2604, -2.8672, 3.0586], [-4.1900, -3.1775, 0.2728], [-3.5493, -4.3661, 1.3741], [-2.1271, -2.8677, -0.6068], [-2.2618, -5.4643, -0.3671], [-1.1543, -5.1242, 0.9448], [-0.7427, -4.9109, -2.0199], [0.3505, -5.4637, -0.7713], [-0.2672, -2.6085, -1.6558], [1.2210, -3.5089, -1.8189], [0.1096, -2.3062, 0.5972], [2.4620, -4.0100, 0.3018], [1.1478, -4.2875, 1.4393], [3.2198, -2.0575, 1.4436], [3.0006, -3.3501, 2.6187], [2.1452, -0.9973, 3.0862], [0.7740, -1.7369, 4.6156], [1.2058, -3.3381, 4.0423], [-4.5457, 7.3903, 0.5308], [-3.0836, 6.0825, -0.2087], [-3.0453, 5.7899, -1.5683], [-2.1043, 4.8801, -2.0202], [-1.8118, 4.5972, -4.0820], [-1.2156, 4.1608, -1.1582], [-0.4751, 3.1977, -1.5561], [-1.1857, 4.6424, 0.1927], [0.0250, 4.2745, 1.0102], [-0.0363, 2.9930, 1.7487], [1.2849, 2.6134, 2.2388], [1.2499, 1.9552, 3.5961], [2.4441, 1.7176, 4.2805], [2.3998, 1.1214, 5.5262], [1.1638, 0.7892, 6.0698], [0.0330, 1.0698, 5.3268], [0.0652, 1.6329, 4.1113], [-2.1197, 5.5615, 0.6472], [-3.7229, 6.2751, -2.2604], [0.8559, 4.1938, 0.3106], [0.2533, 5.0961, 1.6985], [-0.6592, 3.0810, 2.5372], [1.7489, 1.9280, 1.5167], [1.9641, 3.4706, 2.3101], [3.3903, 2.0066, 3.8326], [3.3144, 0.9295, 6.0767], [1.0821, 0.3325, 7.0485], [-0.9556, 0.8304, 5.7129], [-2.0751, 5.8989, 1.6791], [2.6845, -0.4932, -3.4113], [3.2977, -1.1775, -2.1548], [3.0400, -0.4653, -0.9200], [4.0001, 0.5215, -0.4967], [3.9862, 1.7891, -1.3669], [2.3510, 2.5907, -1.4868], [1.9596, 2.5046, -3.2663], [1.0535, 1.3529, -3.7330], [1.3810, 0.0730, -3.1223], [3.3440, 0.3102, -3.7387], [2.6546, -1.2133, -4.2354], [2.8661, -2.1765, -2.0597], [4.3769, -1.3106, -2.3198], [2.7073, -1.0733, -0.1934], [3.7541, 0.8042, 0.5310], [5.0345, 0.1390, -0.4866], [4.6753, 2.5169, -0.9371], [4.3412, 1.5724, -2.3764], [1.4428, 3.4376, -3.4877], [2.9098, 2.5192, -3.8017], [0.0271, 1.5891, -3.4508], [1.0992, 1.3264, -4.8331], [0.6442, -0.5963, -3.2911], [-2.5846, -0.1556, -2.2357], [-4.0675, -0.4208, -2.3084], [-4.7799, 0.3075, -3.8317], [-6.3130, 0.3352, -3.9945], [-6.9584, 1.6179, -3.4655], [-6.3337, 2.8427, -4.1309], [-4.8354, 2.9093, -3.8355], [-4.1077, 1.6344, -4.2670], [-4.7713, 0.0803, -0.7029], [-4.5287, 1.5772, -0.4248], [-4.6573, 1.8738, 1.0774], [-5.7564, 1.0143, 1.7370], [-6.8222, 0.6081, 0.7169], [-6.2289, -0.3135, -0.3659], [-4.3162, -2.2300, -2.4114], [-3.3723, -2.8245, -3.4780], [-3.5925, -4.3341, -3.5774], [-5.0250, -4.6642, -4.0677], [-5.9861, -3.4823, -3.8715], [-5.7515, -2.8217, -2.5129], [-4.3937, -0.4527, -4.5172], [-6.7768, -0.5466, -3.5536], [-6.5251, 0.2810, -5.0686], [-6.8181, 1.6988, -2.3815], [-8.0356, 1.5798, -3.6432], [-6.8257, 3.7581, -3.7943], [-6.4890, 2.7750, -5.2158], [-4.6795, 3.0923, -2.7713], [-4.3836, 3.7565, -4.3530], [-3.0734, 1.6555, -3.9228], [-4.0633, 1.6276, -5.3620], [-4.0935, -0.4828, -0.0479], [-5.2755, 2.1566, -0.9645], [-3.5549, 1.9003, -0.7969], [-4.8782, 2.9351, 1.2069], [-3.6976, 1.7025, 1.5737], [-6.2113, 1.5573, 2.5657], [-5.3202, 0.1056, 2.1679], [-7.2399, 1.5100, 0.2546], [-7.6526, 0.1005, 1.2104], [-6.8629, -0.2770, -1.2523], [-6.2507, -1.3486, -0.0107], [-3.8999, -2.5274, -1.4492], [-2.3395, -2.5911, -3.2198], [-3.5533, -2.3742, -4.4602], [-3.4230, -4.7754, -2.5875], [-2.8505, -4.7759, -4.2447], [-5.4102, -5.5243, -3.5141], [-5.0093, -4.9552, -5.1205], [-7.0195, -3.8255, -3.9467], [-5.8472, -2.7413, -4.6673], [-5.8766, -3.5838, -1.7351], [-6.5166, -2.0755, -2.3175]],
  "forces_ev_per_a": [[0.31, -0.68, 0.36], [-0.02, 0.06, -0.13], [-0.06, -0.25, -0.18], [0.05, 0.06, 0.07], [0.20, -0.17, -0.11], [0.24, 0.07, 0.11], [-0.16, -0.06, 0.03], [0.04, 0.21, 0.08], [0.00, 0.02, 0.05], [-0.02, 0.08, 0.10], [0.13, -0.12, -0.06], [-0.17, -0.02, 0.00], [-0.13, 0.10, -0.03], [-0.01, -0.07, -0.02], [-0.05, 0.10, -0.13], [-0.01, 0.01, -0.04], [0.00, 0.02, 0.14], [0.04, 0.03, -0.05], [0.00, 0.05, 0.04], [-0.06, 0.07, 0.09], [-0.11, 0.02, -0.01], [-0.02, 0.00, 0.02], [-0.08, 0.00, 0.01], [-0.03, -0.05, 0.03], [0.02, 0.07, -0.04], [-0.07, -0.07, -0.04], [0.02, 0.00, 0.05], [0.02, 0.00, 0.00], [-0.01, -0.03, -0.03], [0.06, -0.01, 0.05], [0.00, 0.02, -0.02], [-0.06, 0.03, -0.02], [0.01, -0.03, -0.01], [0.03, 0.00, -0.03], [-0.01, 0.01, 0.02], [0.07, -0.06, 0.07], [0.02, 0.02, 0.05], [0.00, 0.02, 0.03], [0.05, -0.09, 0.02], [0.06, -0.05, -0.03], [-0.08, 0.06, -0.04], [0.14, -0.16, 0.12], [0.06, -0.11, 0.00], [0.33, 0.14, 0.16], [-0.10, -0.11, -0.26], [-0.25, 1.08, -0.17], [0.06, 0.03, -0.02], [-0.10, -0.23, 0.05], [0.16, 0.14, -0.38], [-0.30, -0.10, -0.05], [-0.11, -0.08, 0.03], [0.09, -0.11, 0.00], [0.07, 0.02, -0.01], [-0.02, -0.01, 0.02], [-0.04, 0.07, -0.16], [0.10, 0.04, 0.23], [0.07, -0.12, -0.03], [0.04, -0.03, 0.03], [0.07, -0.03, -0.03], [0.02, 0.10, 0.10], [-0.19, -0.06, 0.16], [0.08, -0.01, 0.06], [0.01, 0.13, 0.01], [-0.09, -0.02, 0.03], [-0.06, 0.01, -0.04], [-0.01, 0.02, -0.06], [0.10, 0.03, -0.05], [0.00, -0.02, -0.06], [0.06, 0.10, 0.47], [-0.21, 0.19, -0.05], [0.18, 0.00, -0.21], [-0.23, 0.10, -0.17], [-0.12, -0.06, -0.07], [0.14, -0.02, 0.03], [-0.07, -0.12, 0.09], [0.21, -0.05, 0.23], [-0.18, -0.05, -0.09], [-0.01, 0.02, -0.01], [0.07, -0.10, -0.05], [-0.01, 0.06, 0.02], [0.05, -0.06, -0.08], [-0.14, 0.00, 0.02], [0.01, 0.01, 0.01], [0.08, -0.01, -0.01], [0.06, -0.01, -0.01], [0.03, 0.00, 0.08], [0.01, 0.00, -0.01], [0.00, -0.01, -0.01], [-0.04, 0.11, -0.06], [-0.01, 0.06, -0.04], [-0.06, -0.03, -0.09], [-0.25, -0.13, -0.15], [0.36, 0.10, 0.14], [0.02, 0.14, 0.06], [0.07, 0.17, -0.01], [0.13, -0.01, -0.01], [0.06, -0.10, 0.02], [-0.26, -0.17, -0.10], [-0.14, -0.01, 0.01], [-0.18, 0.24, -0.06], [-0.05, -0.19, 0.12], [-0.06, -0.09, -0.05], [0.02, 0.00, -0.12], [0.11, 0.03, -0.01], [0.08, 0.11, 0.10], [-0.04, 0.01, -0.18], [-0.15, -0.10, -0.02], [-0.13, 0.04, 0.01], [0.05, 0.10, 0.05], [0.11, 0.01, 0.03], [0.15, -0.06, -0.10], [-0.01, -0.05, -0.16], [-0.02, 0.00, -0.01], [0.01, -0.01, 0.01], [-0.04, -0.05, -0.03], [0.00, 0.00, 0.00], [0.00, -0.02, 0.00], [-0.01, 0.03, 0.05], [0.02, 0.02, 0.07], [-0.17, -0.14, 0.07], [0.01, -0.04, 0.02], [-0.05, -0.03, 0.00], [0.03, -0.03, 0.08], [-0.02, 0.05, -0.05], [-0.01, 0.02, -0.03], [0.02, 0.00, 0.00], [0.02, 0.01, 0.01], [0.01, -0.01, 0.03], [-0.02, 0.03, -0.01], [0.04, -0.06, 0.02], [-0.02, 0.01, -0.01], [-0.02, 0.04, -0.01], [0.02, 0.02, -0.02], [0.01, -0.05, 0.06], [0.00, 0.02, 0.03], [0.03, 0.00, 0.05], [-0.01, 0.03, -0.04], [-0.01, -0.02, 0.01], [0.02, -0.01, -0.03], [0.01, 0.03, 0.02], [0.00, 0.01, -0.01], [-0.01, -0.05, 0.05], [0.03, 0.03, -0.01], [0.01, -0.02, 0.02]],
  "lumo_ev": 0.21,
  "largest_force_ha_per_bohr": 0.022,
  "e_above_lowest_kcal_mol": 20.5,
  "orbital_gap_ev": 6.61,
  "total_energy_ev": -103068.78975,
  "homo_energy_ev": -6.401,
  "multiplicity": 1
}